Density functional theory data (ωB97M-V/def2-TZVPD) for a molecular structure, C67H59BrN10S3Sr in a non-equilibrium geometry.

For the total energy, the calculation gives -188708.08315 eV. The value obtained for the orbital gap is 8.07 eV. The value obtained for the molar mass is 1268.00 g mol⁻¹. Its energy relative to the best compared isomer or geometry (same formula, charge and spin) is 0.365 eV. As for the HOMO energy: -12.3 eV. The net charge is +2.

Structure (XYZ):
```
141
Properties=species:S:1:pos:R:3:forces:R:3:lowdin_charge:R:1
Sr -1.319 0.096 0.754 -2.558 -0.118 0.367 1.288
C -2.487 -2.733 2.945 0.101 -0.122 0.004 -0.164
C -1.408 -3.160 1.937 -0.284 0.112 0.003 -0.117
C -1.979 -3.246 0.546 0.003 -0.179 -0.043 -0.295
C -2.492 -4.448 0.069 0.050 0.027 0.000 -0.011
C -3.033 -4.498 -1.205 0.003 0.121 0.025 -0.039
C -3.049 -3.338 -1.966 -0.084 -0.020 -0.066 -0.054
C -2.542 -2.179 -1.409 -0.017 -0.163 0.004 -0.174
N -2.018 -2.126 -0.184 -0.237 -0.770 -0.248 -0.018
N -2.610 -1.270 3.063 -0.055 0.066 -0.117 -0.174
C -4.010 -0.888 3.293 0.049 0.187 -0.052 -0.112
C -4.321 0.573 3.058 -0.190 0.069 0.072 -0.276
C -5.003 1.311 4.017 0.021 -0.010 0.014 -0.006
C -5.356 2.623 3.740 0.037 -0.009 -0.050 -0.037
C -5.025 3.153 2.504 -0.028 -0.004 0.081 -0.041
C -4.334 2.345 1.614 -0.088 -0.013 -0.064 -0.141
N -3.989 1.087 1.874 0.125 -0.067 -0.149 0.086
C -1.759 -0.805 4.163 0.011 -0.004 -0.094 -0.125
C -1.609 0.693 4.228 0.037 0.125 0.174 -0.282
C -1.582 1.347 5.453 0.073 -0.048 0.040 -0.008
C -1.438 2.723 5.479 0.026 0.006 -0.059 -0.035
C -1.357 3.405 4.275 -0.025 -0.042 -0.006 -0.039
C -1.373 2.672 3.100 -0.024 0.104 0.202 -0.155
N -1.478 1.342 3.072 0.244 0.097 0.402 0.007
H -2.274 -3.181 3.924 -0.063 0.033 0.006 0.130
H -3.441 -3.143 2.611 -0.036 0.017 0.082 0.122
H -1.015 -4.136 2.226 0.067 0.020 -0.014 0.126
H -0.593 -2.436 1.936 0.153 -0.134 0.094 0.063
H -2.467 -5.332 0.694 0.037 -0.003 -0.004 0.122
H -3.440 -5.422 -1.594 0.014 -0.010 -0.015 0.118
H -3.463 -3.328 -2.964 0.015 0.012 -0.008 0.116
H -2.566 -1.240 -1.950 -0.025 -0.018 -0.038 0.092
H -4.328 -1.165 4.308 -0.033 -0.034 -0.040 0.136
H -4.623 -1.440 2.581 -0.006 -0.106 0.027 0.107
H -5.261 0.866 4.969 0.035 -0.027 -0.001 0.121
H -5.878 3.219 4.477 -0.031 -0.006 -0.013 0.117
H -5.298 4.164 2.237 0.055 0.008 -0.028 0.112
H -4.047 2.724 0.638 0.017 0.043 0.014 0.105
H -0.765 -1.244 4.023 -0.013 -0.059 0.051 0.133
H -2.151 -1.159 5.127 0.095 -0.084 -0.005 0.134
H -1.663 0.787 6.376 -0.041 -0.041 -0.027 0.121
H -1.395 3.252 6.422 -0.042 0.011 0.002 0.118
H -1.277 4.483 4.240 0.013 0.001 0.001 0.114
H -1.275 3.159 2.139 0.008 0.012 -0.002 0.093
N 0.082 1.880 0.691 1.268 1.034 0.089 -0.508
S 1.510 2.146 0.546 -0.021 0.459 -0.367 0.721
N 2.235 1.845 -0.907 0.358 0.482 0.479 -0.459
S 1.681 0.637 -1.740 0.255 -0.161 -0.056 1.037
N 2.591 -0.823 -1.328 -0.362 0.220 0.031 -0.348
S 1.687 -1.823 -0.284 -0.144 -0.282 -0.096 0.825
N 0.727 -1.070 0.506 0.998 -0.627 -0.247 -0.433
C 2.938 -2.729 0.642 -0.018 0.101 -0.485 -0.292
C 3.969 -3.441 0.037 0.116 -0.102 -0.020 -0.077
C 4.906 -4.073 0.838 -0.019 -0.032 -0.008 -0.040
C 4.800 -4.008 2.221 -0.081 -0.005 0.045 -0.045
C 3.738 -3.337 2.809 0.054 -0.043 0.078 -0.056
C 2.801 -2.694 2.017 -0.178 0.168 0.038 -0.069
C 1.050 -3.034 -1.464 0.410 -0.051 0.157 -0.288
C 0.407 -2.556 -2.597 0.044 0.108 0.017 -0.107
C -0.007 -3.445 -3.573 0.021 0.043 0.022 -0.064
C 0.209 -4.808 -3.406 0.055 0.010 -0.011 -0.051
C 0.819 -5.280 -2.254 -0.041 -0.051 -0.046 -0.045
C 1.245 -4.393 -1.274 -0.017 0.006 0.111 -0.053
C 3.779 -1.231 -2.010 0.323 0.146 -0.241 -0.349
C 5.012 -0.934 -1.442 -0.115 0.128 0.025 -0.032
C 6.181 -1.237 -2.121 0.031 0.006 -0.011 -0.049
C 6.119 -1.837 -3.371 0.023 -0.011 0.011 -0.054
C 4.889 -2.163 -3.926 0.003 -0.055 -0.002 -0.046
C 3.718 -1.870 -3.246 -0.150 -0.002 0.084 -0.024
C 2.425 1.006 -3.321 -0.132 -0.094 0.099 -0.383
C 1.697 0.699 -4.460 -0.224 -0.194 0.092 -0.088
C 2.253 0.943 -5.706 0.066 0.032 -0.046 -0.059
C 3.527 1.483 -5.799 -0.038 -0.013 0.009 -0.046
C 4.234 1.818 -4.649 -0.025 0.032 -0.028 -0.040
C 3.679 1.593 -3.402 0.074 0.000 0.148 -0.068
C 2.706 1.413 1.678 -0.016 -0.077 -0.208 -0.309
C 4.053 1.506 1.349 -0.031 -0.086 0.063 -0.072
C 4.996 0.942 2.195 -0.035 0.046 -0.035 -0.057
C 4.586 0.330 3.372 0.038 -0.033 0.068 -0.063
C 3.243 0.294 3.714 -0.004 -0.127 0.104 -0.073
C 2.290 0.821 2.855 -0.241 0.107 -0.089 -0.076
C 1.938 3.870 0.786 0.222 -0.133 -0.505 -0.301
C 2.401 4.652 -0.261 0.069 -0.058 -0.002 -0.065
C 2.678 5.992 -0.031 -0.040 0.044 -0.026 -0.056
C 2.487 6.536 1.230 0.058 -0.035 -0.032 -0.058
C 2.031 5.739 2.273 -0.039 0.041 0.000 -0.057
C 1.747 4.401 2.053 -0.044 -0.127 0.076 -0.068
H 4.048 -3.515 -1.038 -0.007 -0.034 0.004 0.113
H 5.715 -4.631 0.386 -0.001 0.033 -0.042 0.119
H 5.536 -4.500 2.843 -0.003 -0.010 -0.007 0.117
H 3.636 -3.320 3.886 0.005 0.026 -0.003 0.115
H 1.960 -2.164 2.442 0.009 0.085 0.054 0.092
H 0.255 -1.489 -2.717 -0.052 -0.045 -0.065 0.087
H -0.481 -3.075 -4.473 -0.038 0.001 0.013 0.119
H -0.085 -5.499 -4.185 -0.030 -0.013 0.019 0.117
H 0.988 -6.341 -2.127 -0.012 0.001 0.022 0.117
H 1.739 -4.759 -0.384 -0.021 -0.031 -0.041 0.115
H 5.038 -0.474 -0.465 0.003 0.083 0.074 0.108
H 7.139 -0.999 -1.678 -0.009 -0.002 -0.005 0.115
H 7.031 -2.052 -3.912 -0.006 -0.027 0.006 0.114
H 4.841 -2.644 -4.894 -0.001 0.000 0.002 0.115
H 2.757 -2.130 -3.669 0.027 0.053 -0.048 0.110
H 0.697 0.287 -4.380 0.014 0.001 0.012 0.111
H 1.691 0.720 -6.603 -0.021 -0.010 0.014 0.117
H 3.966 1.657 -6.772 0.000 0.027 0.006 0.117
H 5.216 2.263 -4.728 0.002 -0.005 0.018 0.118
H 4.200 1.871 -2.497 0.060 -0.020 0.007 0.111
H 4.338 2.014 0.439 0.114 -0.027 -0.031 0.108
H 6.049 0.986 1.948 -0.014 0.029 -0.020 0.115
H 5.322 -0.117 4.026 -0.009 0.043 0.040 0.114
H 2.937 -0.159 4.648 -0.016 -0.013 -0.002 0.114
H 1.231 0.785 3.084 -0.007 -0.002 0.024 0.098
H 2.566 4.206 -1.233 -0.011 0.030 -0.004 0.095
H 3.053 6.603 -0.841 -0.026 0.033 0.011 0.114
H 2.707 7.581 1.403 0.008 -0.001 0.022 0.114
H 1.909 6.163 3.260 -0.042 -0.020 0.008 0.113
H 1.388 3.771 2.859 0.029 0.026 0.020 0.106
Br 0.102 4.416 -5.785 -0.084 -0.088 0.066 0.766
C -0.944 3.451 -4.536 0.136 0.053 -0.060 -0.687
C -2.164 2.916 -4.912 -0.046 0.044 -0.089 -0.109
C -2.909 2.197 -3.991 0.029 -0.137 0.153 -0.019
C -2.434 1.993 -2.691 -0.005 0.333 -0.488 -0.271
C -1.203 2.536 -2.339 -0.146 -0.020 0.092 -0.039
C -0.465 3.273 -3.248 0.063 -0.022 -0.021 -0.128
N -3.151 1.207 -1.765 0.090 -0.193 0.336 0.101
C -4.414 1.346 -1.718 0.108 0.156 -0.169 -0.097
C -5.313 0.444 -0.989 -0.344 -0.162 0.201 -0.275
C -6.671 0.746 -0.927 0.099 0.084 -0.049 -0.004
C -7.529 -0.147 -0.305 0.002 -0.105 0.059 -0.038
C -7.004 -1.325 0.200 -0.028 0.057 -0.005 -0.032
C -5.636 -1.542 0.077 0.049 -0.048 0.000 -0.135
N -4.804 -0.678 -0.478 0.089 0.050 -0.144 0.121
H -2.533 3.055 -5.918 0.006 0.002 -0.001 0.110
H -3.851 1.759 -4.298 0.018 -0.023 -0.010 0.116
H -0.843 2.423 -1.328 0.118 -0.030 0.170 0.056
H 0.484 3.700 -2.955 0.018 0.033 0.006 0.098
H -4.909 2.150 -2.274 0.015 -0.040 -0.032 0.136
H -7.050 1.657 -1.371 0.023 0.019 0.010 0.120
H -8.588 0.056 -0.234 0.001 0.032 -0.020 0.118
H -7.640 -2.069 0.660 0.011 -0.004 0.014 0.113
H -5.187 -2.472 0.419 -0.045 0.003 0.068 0.108
```
Positions in Å, forces in eV/Å.

---

Density functional theory data (ωB97M-V/def2-TZVPD) for a molecular structure, C38H47NOS2Ti.

Its spin multiplicity is 3. For the total energy, the calculation gives -88492.63824 eV. As for the expectation value of S²: 2.020. The value obtained for the orbital gap (spin up / spin down) is 5.75 / 7.67 eV. The value obtained for the molar mass is 645.80 g mol⁻¹. Its energy relative to the best compared isomer or geometry (same formula, charge and spin) is 0.304 eV. As for the HOMO energy (spin up / spin down): -5.5 / -7.6 eV. The net charge is 0.

Structure (XYZ):
```
90
Properties=species:S:1:pos:R:3:forces:R:3:lowdin_charge:R:1
Ti 0.222 -0.845 0.147 -0.006 0.321 -0.639 0.960
C 0.278 -2.909 -1.018 -0.034 -0.010 -0.010 -0.079
C 1.192 -2.962 0.083 -0.210 0.079 0.039 -0.197
C 2.252 -2.040 -0.247 -0.011 -0.272 0.253 -0.180
C 1.921 -1.480 -1.513 0.249 0.005 0.126 -0.093
C 0.752 -2.037 -2.023 0.016 0.051 0.009 -0.218
C 0.305 -1.853 -3.467 0.027 -0.035 -0.003 -0.533
C 1.539 -2.044 -4.367 0.034 0.022 -0.020 -0.050
C -0.252 -0.449 -3.725 0.003 0.020 0.003 -0.019
C -0.712 -2.921 -3.865 0.017 -0.030 -0.038 -0.040
C 3.638 -1.807 0.373 0.027 0.044 -0.079 -0.511
C 4.377 -3.146 0.502 -0.008 -0.036 0.014 -0.038
C 4.486 -0.946 -0.575 0.041 0.028 -0.060 -0.063
C 3.626 -1.052 1.705 0.024 -0.029 0.047 -0.034
C 0.911 -3.952 1.226 -0.004 -0.049 -0.054 -0.526
C -0.610 -4.094 1.426 -0.012 -0.069 -0.033 -0.054
C 1.458 -3.548 2.595 0.055 0.053 0.035 -0.045
C 1.458 -5.332 0.833 0.026 -0.053 -0.004 -0.036
H -0.629 -3.487 -1.081 0.003 -0.013 -0.065 0.102
H 2.516 -0.742 -2.023 -0.007 -0.019 -0.013 0.108
H 2.281 -1.259 -4.201 -0.025 -0.045 -0.010 0.078
H 1.241 -2.005 -5.418 0.011 -0.003 0.026 0.084
H 2.017 -3.008 -4.178 -0.020 0.035 0.001 0.093
H 0.463 0.311 -3.395 -0.014 -0.013 -0.007 0.085
H -1.191 -0.281 -3.201 -0.018 -0.015 0.025 0.067
H -0.430 -0.304 -4.794 -0.003 -0.003 0.024 0.090
H -0.287 -3.921 -3.736 -0.020 0.035 -0.001 0.093
H -0.985 -2.803 -4.917 0.009 0.008 0.020 0.089
H -1.623 -2.854 -3.280 -0.073 0.019 0.064 0.052
H 4.372 -3.674 -0.456 0.010 0.020 0.033 0.097
H 3.934 -3.803 1.246 -0.023 0.017 0.014 0.054
H 5.416 -2.969 0.792 -0.019 -0.007 -0.004 0.086
H 4.632 -1.434 -1.542 0.012 0.022 0.036 0.093
H 5.467 -0.780 -0.124 -0.006 -0.015 -0.014 0.089
H 4.025 0.029 -0.744 0.013 -0.016 0.021 0.066
H 2.975 -1.493 2.453 -0.061 -0.041 0.022 0.062
H 3.295 -0.033 1.521 -0.043 0.060 0.039 0.049
H 4.639 -1.010 2.117 -0.023 -0.017 -0.013 0.092
H -1.069 -3.129 1.652 -0.020 0.046 0.008 0.082
H -0.799 -4.764 2.269 0.008 0.022 -0.025 0.088
H -1.110 -4.525 0.558 0.030 0.007 0.045 0.075
H 1.086 -2.562 2.882 0.003 0.003 -0.028 0.062
H 2.544 -3.542 2.647 0.032 0.019 -0.050 0.063
H 1.106 -4.264 3.341 0.014 -0.002 -0.013 0.089
H 0.997 -5.670 -0.098 0.016 0.006 0.023 0.088
H 1.233 -6.067 1.612 0.006 0.027 -0.028 0.086
H 2.538 -5.316 0.682 -0.031 0.009 0.009 0.068
S -2.521 1.920 -0.893 -0.029 0.070 -0.007 1.057
C -3.292 0.593 -1.734 0.035 -0.027 -0.017 -0.470
C -4.289 0.643 -2.695 0.016 0.050 0.025 -0.093
C -4.799 -0.550 -3.184 -0.022 -0.014 -0.007 -0.096
C -4.327 -1.768 -2.701 -0.010 -0.002 -0.034 -0.089
C -3.315 -1.817 -1.756 0.049 0.002 -0.013 -0.038
C -2.761 -0.628 -1.291 0.031 -0.097 -0.107 -0.318
N -1.746 -0.520 -0.359 -0.111 0.071 0.255 -0.041
C -1.660 0.766 0.107 -0.114 -0.140 0.131 -0.586
C -1.213 1.009 1.460 0.028 -0.072 0.255 -0.331
C -1.561 2.160 2.181 0.010 0.071 0.155 -0.074
C -1.287 2.207 3.539 0.029 -0.015 -0.060 -0.102
C -0.655 1.134 4.166 0.021 -0.006 -0.021 -0.108
C -0.235 0.033 3.416 0.029 0.170 0.025 -0.130
C -0.467 -0.057 2.049 0.116 0.006 -0.289 -0.146
H -4.676 1.594 -3.040 0.014 -0.032 0.011 0.106
H -5.587 -0.532 -3.926 0.016 0.001 0.010 0.099
H -4.763 -2.690 -3.067 0.020 0.003 0.021 0.103
H -2.961 -2.760 -1.359 0.013 0.006 -0.018 0.110
H -2.089 2.983 1.709 0.005 -0.044 -0.016 0.094
H -1.583 3.076 4.115 0.005 -0.019 0.004 0.100
H -0.467 1.173 5.234 -0.001 -0.008 -0.036 0.095
H 0.312 -0.757 3.926 -0.007 0.018 0.011 0.078
C 2.087 5.245 5.229 -0.007 0.031 0.020 -0.046
C 1.911 4.525 3.921 -0.019 0.033 -0.003 -0.265
C 1.335 5.167 2.825 -0.012 -0.003 0.029 -0.034
C 1.129 4.491 1.636 -0.008 -0.032 -0.006 -0.084
C 1.525 3.163 1.532 -0.013 0.126 -0.001 -0.395
C 2.091 2.500 2.602 -0.020 0.004 0.028 -0.048
C 2.280 3.191 3.790 0.022 -0.085 0.037 -0.024
S 1.252 2.393 -0.046 -0.118 -0.062 -0.184 0.996
C 2.729 2.993 -0.862 0.007 0.077 -0.113 -0.207
O 1.538 0.910 0.050 0.025 -0.099 0.221 -0.567
H 2.004 6.325 5.101 -0.001 -0.036 0.002 0.076
H 3.059 5.030 5.674 -0.002 -0.015 -0.016 0.081
H 1.324 4.934 5.947 0.013 0.001 -0.033 0.086
H 1.028 6.203 2.915 0.009 -0.033 -0.014 0.115
H 0.647 4.988 0.800 0.018 -0.008 0.026 0.116
H 2.343 1.453 2.525 0.008 -0.059 -0.024 0.095
H 2.708 2.669 4.641 -0.021 0.032 -0.045 0.124
H 3.607 2.656 -0.313 -0.037 -0.030 0.028 0.069
H 2.690 4.082 -0.899 0.000 -0.033 0.004 0.061
H 2.718 2.582 -1.872 0.019 0.016 0.034 0.059
```
Positions in Å, forces in eV/Å.